Molecular formula: C27H62CoI2N12S
Method: DFT, ωB97M-V with the def2-TZVPD basis set

Last column: Mulliken spin population.
Atoms and positions in Å:
I 3.108 -1.476 0.674  0.015
I -0.172 -2.462 -0.277  0.000
Co 0.499 0.128 -0.206  0.993
S -3.357 -1.894 0.053  0.004
N -3.563 -4.527 -0.134  0.000
N -2.891 0.255 -2.182  -0.001
N 0.219 0.291 2.026  -0.005
N 1.300 1.903 0.114  -0.071
N -5.145 -3.504 1.183  0.000
N -0.748 -1.671 2.873  0.000
N 1.248 -1.422 -3.674  0.001
N 1.324 0.411 -2.195  0.002
N 0.910 0.699 -4.487  0.000
N -3.629 1.921 -0.774  0.001
N -1.383 1.195 -0.639  -0.009
N -0.860 0.325 4.106  0.000
C 0.313 -2.627 3.133  0.000
C -4.035 -5.897 0.053  0.000
C -4.019 1.943 0.618  0.000
C -4.263 -0.014 -2.588  0.000
C -4.074 -3.401 0.392  0.000
C 1.156 -0.098 -3.407  0.001
C 2.217 -2.289 -3.047  0.000
C -4.265 2.862 -1.671  0.000
C 1.908 1.935 1.460  0.018
C 1.833 -3.089 0.189  -0.004
C 1.794 1.800 -2.244  -0.005
C -1.921 -0.574 -2.850  -0.002
C -1.172 2.361 0.216  -0.009
C -6.832 -1.714 0.829  0.000
C 0.219 2.933 0.006  0.009
C -5.854 -2.377 1.784  0.001
C 0.050 1.868 -4.430  0.000
C -2.575 1.120 -1.192  0.035
C 0.880 1.527 2.478  -0.004
C -2.056 -2.130 3.311  0.000
C 0.469 -2.062 -4.721  0.000
C 2.354 2.137 -0.896  0.026
C 1.512 0.444 -5.788  0.000
C -0.880 -0.341 5.402  0.000
C -5.018 -6.336 -1.021  0.000
C -1.508 1.627 4.087  0.000
C -0.451 -0.321 2.977  0.002
H 0.616 2.795 -4.562  0.000
H 0.135 -3.538 2.556  0.000
H 1.776 -3.732 1.057  0.000
H -2.096 -2.381 4.374  0.000
H -0.108 -1.104 5.457  0.000
H 0.764 0.179 -6.538  0.000
H 2.754 -1.749 -2.274  0.000
H -4.374 -1.090 -2.717  0.000
H -2.135 -1.626 -2.642  0.001
H -4.960 0.314 -1.826  0.000
H -2.421 1.564 4.682  0.000
H 1.098 -2.383 -5.555  0.000
H 0.352 -2.915 4.189  0.000
H -3.998 2.638 -2.702  0.000
H -0.021 -2.945 -4.306  0.000
H 2.927 -2.648 -3.797  0.000
H -4.499 0.479 -3.534  0.000
H -7.405 -0.953 1.357  0.000
H 2.764 1.264 1.464  0.002
H 2.241 -0.358 -5.713  0.000
H -5.109 -1.666 2.138  -0.001
H -0.657 0.406 6.165  0.000
H -2.304 -3.028 2.743  0.000
H 1.274 -2.205 2.850  0.001
H -3.957 3.891 -1.455  0.000
H -5.928 -5.736 -0.994  0.000
H -5.353 2.811 -1.586  0.000
H -1.293 2.072 1.258  -0.001
H -1.885 3.164 0.021  0.006
H 1.363 1.369 3.447  0.001
H 2.029 1.344 -6.124  0.000
H -5.081 1.699 0.714  0.000
H 0.408 3.726 0.735  0.000
H 0.280 3.388 -0.979  -0.001
H 0.995 2.504 -2.481  -0.001
H -3.456 1.188 1.166  0.000
H -1.850 -0.781 5.639  0.000
H -1.969 -0.415 -3.930  0.000
H -4.576 -6.236 -2.012  0.000
H 2.277 2.945 1.668  -0.001
H 2.704 3.174 -0.846  -0.001
H -2.808 -4.379 -0.783  0.000
H -0.684 1.805 -5.236  0.000
H 1.715 -3.158 -2.624  0.000
H -1.799 1.891 3.073  0.000
H 2.565 1.938 -3.008  -0.002
H 0.182 2.355 2.619  -0.001
H -0.881 2.418 4.506  0.000
H -6.377 -2.773 2.654  0.000
H 3.190 1.480 -0.656  -0.003
H -5.578 -4.408 1.285  0.000
H -6.302 -1.243 0.002  0.000
H -5.293 -7.380 -0.879  0.000
H -0.294 -1.385 -5.095  0.000
H 2.268 -3.611 -0.651  0.000
H -0.481 1.903 -3.482  0.002
H -0.932 -0.337 -2.484  0.002
H -3.855 2.920 1.087  0.000
H -3.155 -6.540 0.065  0.000
H -7.535 -2.441 0.422  0.000
H -2.810 -1.383 3.076  0.000
H -4.472 -5.993 1.048  0.000

HOMO (alpha / beta): -12.76 / -12.77 eV
2S+1: 2
Kohn-Sham gap (alpha / beta): 7.58 / 7.93 eV
total energy: -111537.5119 eV
total charge: +2